The following is a DFT calculation (wB97M-V/def2-TZVPD) of a 2-piece molecular cluster, C3H4F3O3S overall.

```
! wB97M-V def2-TZVPD RIJCOSX def2/J DEFGRID3
* xyz -1 1
C 1.925 -0.476 0.625
C 1.900 0.698 -0.059
C -1.769 1.025 -0.357
O -1.571 -0.967 0.974
O -0.580 -1.073 -1.312
O 1.227 -1.626 0.317
F 2.735 1.721 0.229
F -2.065 1.756 -1.594
F -2.968 1.249 0.305
S -1.915 -0.757 -0.605
H -1.201 -0.209 1.430
H 2.266 -0.585 1.591
H 1.367 0.829 -0.984
H 0.649 -1.585 -0.560
*
```

## Properties
relative energy (zero: lowest compared OMol25 entry of this formula, charge and spin)	2.363	eV
frontier orbital gap	7.44	eV
maximum force	3.3	eV/A
calculated total energy	-1040.15142	Ha

Results of the natural (NBO) charge analysis, in e, for atoms 1 through 4:
1. C 0.055
2. C 0.100
3. C 0.051
4. O -0.900